Density functional theory data (wB97M-V/def2-TZVPD) for 7 unconnected molecules or ions with the total composition C12H36BF4O12.

Structure (XYZ):
```
65
Properties=species:S:1:pos:R:3:forces:R:3:lowdin_charge:R:1
B -0.340 0.617 -0.154 -0.586 0.266 -0.577 -1.467
F -0.784 -0.292 -1.038 -0.675 -2.649 -2.611 0.130
F 0.086 1.712 -0.873 0.672 1.635 -0.293 0.105
F -1.474 0.900 0.573 -0.843 1.030 1.909 0.103
F 0.683 0.063 0.549 1.379 -0.324 1.584 0.131
C -0.887 -5.280 2.087 -1.304 -2.352 0.885 -0.243
C 0.567 -5.064 2.344 -1.028 0.791 -1.785 -0.232
O 1.155 -4.831 1.042 0.400 -0.282 0.876 -0.062
O -1.120 -6.581 1.449 0.345 1.101 -0.217 -0.081
H -1.379 -4.419 1.634 0.271 -0.159 -0.687 0.124
H -1.389 -5.414 3.046 0.066 0.409 0.532 0.107
H 1.016 -5.924 2.842 0.159 0.215 0.006 0.119
H 0.461 -4.168 2.955 1.154 0.177 0.282 0.118
H 1.510 -3.942 0.974 -0.051 0.100 0.167 0.083
H -2.039 -6.810 1.602 -0.030 0.054 -0.090 0.066
C -6.217 -2.700 1.204 1.830 0.051 0.547 -0.225
C -6.480 -2.255 -0.237 1.663 1.190 1.502 -0.222
O -5.243 -2.303 -0.973 -0.858 -1.052 -0.337 -0.068
O -5.286 -1.880 1.967 -0.928 0.266 0.580 -0.097
H -5.694 -3.655 1.247 -0.474 -0.485 -0.581 0.108
H -7.084 -2.767 1.861 -0.311 0.150 -0.389 0.111
H -6.726 -1.197 -0.146 -0.744 0.047 -0.264 0.115
H -7.290 -2.846 -0.665 0.364 0.030 -0.412 0.115
H -4.720 -1.503 -0.884 -0.235 0.157 0.170 0.085
H -4.640 -1.307 1.548 -0.195 -0.330 -0.815 0.077
C 0.045 -3.773 -5.623 0.941 0.018 -1.117 -0.259
C 1.353 -4.077 -6.395 -0.728 0.006 -0.778 -0.251
O 1.757 -5.433 -6.314 0.097 -0.252 0.984 -0.067
O 0.024 -4.379 -4.363 -0.230 0.207 0.084 -0.034
H -0.791 -4.020 -6.277 -0.323 -0.565 0.392 0.109
H 0.000 -2.689 -5.515 0.026 0.175 -0.120 0.117
H 2.089 -3.332 -6.093 0.517 -0.345 0.168 0.110
H 1.162 -3.988 -7.465 -0.263 1.058 -0.161 0.106
H 2.523 -5.551 -6.881 -0.002 0.050 0.031 0.078
H 0.088 -3.634 -3.760 -0.047 -0.337 0.549 0.094
C -0.622 6.065 -4.448 -0.096 -0.151 1.820 -0.224
C -0.110 6.879 -3.221 0.052 2.323 -0.375 -0.254
O -0.677 6.644 -1.941 -0.057 -1.378 -0.832 -0.058
O -1.773 6.690 -4.993 0.299 -0.136 -0.293 -0.069
H -0.910 5.101 -4.028 -0.230 -0.233 -0.308 0.118
H 0.098 5.873 -5.243 0.395 0.176 0.275 0.114
H -0.437 7.909 -3.369 0.036 0.204 -0.631 0.107
H 0.963 7.007 -3.078 0.406 -0.757 -0.488 0.107
H -0.546 5.695 -1.880 -0.305 -0.395 1.025 0.081
H -1.383 7.311 -5.613 -0.505 0.297 -0.160 0.077
C 6.087 4.955 -0.560 -1.305 0.447 -1.685 -0.248
C 6.343 3.728 0.286 4.283 0.325 0.325 -0.154
O 7.577 2.970 -0.225 -2.367 0.284 0.476 -0.108
O 7.200 5.795 -0.942 0.919 -1.223 0.927 -0.081
H 5.362 5.580 -0.039 -0.284 -0.144 0.025 0.116
H 5.664 4.605 -1.502 -0.356 0.072 -0.077 0.113
H 5.560 2.991 0.461 -0.103 0.346 -0.759 0.126
H 6.620 4.136 1.258 0.089 -0.343 0.402 0.102
H 8.377 3.492 -0.130 -0.295 0.497 0.139 0.056
H 6.971 6.709 -1.126 -0.594 -0.275 0.223 0.077
C -0.615 0.380 8.523 0.187 -0.193 -2.371 -0.233
C -0.044 -0.100 7.088 1.355 1.695 2.035 -0.203
O -0.335 0.858 6.043 -0.768 -0.691 1.124 -0.074
O -2.007 0.286 8.395 -0.687 -0.113 0.600 -0.082
H -0.359 1.407 8.783 0.432 0.250 -0.431 0.106
H -0.242 -0.211 9.359 -0.152 -0.518 -0.311 0.109
H -0.377 -1.125 6.920 -0.168 0.166 -0.268 0.115
H 1.036 -0.035 7.214 0.301 -0.668 -0.072 0.099
H -0.188 0.427 5.198 -0.055 -0.019 -0.160 0.089
H -2.169 0.697 7.543 -0.453 0.106 -0.186 0.074
```
Positions in Å, forces in eV/Å.

Results
Relative energy (zero: lowest compared OMol25 entry of this formula, charge and spin)   106.49 kcal/mol
HOMO level   -7.75 eV
2S+1   1
Strongest force on any atom   0.0838 Eh/bohr
Total charge   -1